[1]
# C53H66As2BrCl4IMnN4O3Si

A molecular structure, C53H66As2BrCl4IMnN4O3Si in a non-equilibrium geometry (ωB97M-V with the def2-TZVPD basis set, the Open Molecules 2025 dataset).

```
136
Properties=species:S:1:pos:R:3
Mn 0.412 0.001 0.747
C -1.841 0.234 -2.932
C -2.819 -0.250 -1.879
As -2.351 0.461 -0.072
C -4.108 -0.064 0.669
C -4.607 -1.343 0.434
C -5.871 -1.709 0.860
C -6.652 -0.803 1.556
C -6.150 0.455 1.847
C -4.888 0.818 1.408
C -2.743 2.356 -0.359
C -2.142 3.262 0.506
C -2.302 4.626 0.341
C -3.078 5.106 -0.701
C -3.711 4.214 -1.551
C -3.546 2.851 -1.379
As 0.011 -0.356 -2.538
C -0.148 -2.295 -2.925
C 0.963 -3.058 -2.567
C 0.980 -4.430 -2.728
C -0.139 -5.077 -3.226
C -1.243 -4.333 -3.606
C -1.242 -2.954 -3.471
C 0.703 0.140 -4.318
C 0.430 1.420 -4.791
C 0.808 1.799 -6.066
C 1.496 0.913 -6.878
C 1.836 -0.338 -6.391
C 1.445 -0.720 -5.119
H -1.828 1.328 -2.930
H -2.140 -0.091 -3.938
H -2.795 -1.347 -1.836
H -3.850 0.033 -2.127
H -4.018 -2.066 -0.124
H -6.250 -2.697 0.635
H -7.650 -1.077 1.869
H -6.750 1.160 2.406
H -4.503 1.810 1.623
H -1.520 2.883 1.304
H -1.802 5.313 1.010
H -3.193 6.169 -0.851
H -4.332 4.582 -2.356
H -4.047 2.176 -2.061
H 1.825 -2.551 -2.149
H 1.862 -4.994 -2.460
H -0.139 -6.153 -3.325
H -2.112 -4.831 -4.011
H -2.106 -2.397 -3.808
H -0.084 2.128 -4.152
H 0.563 2.787 -6.429
H 1.771 1.196 -7.883
H 2.403 -1.022 -7.008
H 1.707 -1.704 -4.750
Cl 2.958 6.060 2.693
C 2.191 4.817 1.774
C 1.710 5.080 0.498
Cl 1.843 6.668 -0.158
C 1.101 4.065 -0.235
Cl 0.444 4.391 -1.799
C 0.987 2.765 0.262
O 0.409 1.803 -0.392
C 1.511 2.482 1.586
O 1.433 1.279 2.051
C 2.066 3.541 2.312
Cl 2.558 3.235 3.943
I 1.021 -6.480 0.552
C 0.261 -4.538 0.493
C -1.035 -4.157 0.216
N -1.050 -2.814 0.300
N 0.148 -2.316 0.620
C 0.961 -3.356 0.744
H -1.902 -4.748 -0.002
H -1.828 -2.171 0.187
H 1.994 -3.228 0.993
C -1.078 2.468 3.970
N -0.748 1.212 4.601
C -0.307 1.244 5.978
C 0.635 0.076 6.226
C -0.103 -1.202 5.866
N -0.592 -1.104 4.509
C -0.804 -2.344 3.807
C -0.802 0.078 3.867
O -1.106 0.085 2.657
H -0.638 3.285 4.536
H -2.163 2.602 3.915
H -0.661 2.473 2.966
H -1.174 1.202 6.654
H 0.217 2.190 6.150
H 0.967 0.056 7.264
H 1.500 0.191 5.571
H -0.944 -1.372 6.554
H 0.567 -2.066 5.928
H 0.150 -2.801 3.519
H -1.389 -2.132 2.913
H -1.358 -3.029 4.452
C 7.451 -1.867 -0.853
C 5.940 -1.945 -0.620
C 5.667 -2.965 0.491
C 5.301 -2.516 -1.891
Si 5.210 -0.184 -0.112
Br 2.857 -0.636 -0.305
C 5.524 1.266 -1.383
C 6.954 1.800 -1.245
C 5.330 0.779 -2.823
C 4.551 2.436 -1.187
C 5.437 0.258 1.781
C 4.427 -0.513 2.640
C 6.862 -0.055 2.254
C 5.186 1.747 2.039
H 7.844 -2.862 -1.055
H 7.973 -1.470 0.011
H 7.681 -1.242 -1.710
H 6.074 -3.934 0.209
H 4.597 -3.081 0.640
H 6.125 -2.675 1.430
H 5.663 -3.533 -2.043
H 5.551 -1.937 -2.772
H 4.221 -2.552 -1.802
H 7.689 1.023 -1.439
H 7.138 2.197 -0.251
H 7.114 2.605 -1.962
H 6.098 0.066 -3.109
H 5.400 1.631 -3.498
H 4.350 0.327 -2.956
H 4.705 2.953 -0.247
H 3.516 2.109 -1.240
H 4.707 3.158 -1.988
H 4.468 -1.582 2.461
H 3.413 -0.166 2.446
H 4.635 -0.335 3.694
H 7.075 -1.119 2.234
H 6.996 0.288 3.278
H 7.597 0.448 1.630
H 4.214 2.049 1.662
H 5.957 2.368 1.589
H 5.194 1.936 3.112
```

Output
Multiplicity: 2
LUMO level (alpha / beta) (eV): 0.1 / 0.1
Expectation value of S²: 0.78
Kohn-Sham gap (alpha / beta) (eV): 6.3 / 6.3

***

[2]
# C53H66ClN9O3

7 unconnected molecules or ions with the total composition C53H66ClN9O3 in a non-equilibrium geometry (ωB97M-V with the def2-TZVPD basis set, the Open Molecules 2025 dataset).

```
132
Properties=species:S:1:pos:R:3
H 1.014 -2.214 -1.458
N 1.010 -2.350 -0.431
C -0.094 -1.828 0.097
C -0.242 -2.012 1.688
C -1.163 -1.109 -0.851
C -1.365 0.466 -0.587
N -1.040 0.921 0.793
C 0.152 1.838 0.825
C 1.543 1.070 0.477
C 0.231 2.737 2.152
C 1.150 2.148 3.326
C 0.449 0.937 4.161
C -2.885 0.884 -1.009
Cl -3.040 0.389 -2.797
O -3.741 0.143 -0.134
C -5.140 0.470 -0.299
C -6.014 -0.671 0.474
C -5.106 -1.668 1.345
C -5.942 -2.761 2.163
O -7.190 -2.919 1.975
N -5.333 -3.705 3.167
C -4.401 -2.859 3.976
C -2.873 -3.077 4.088
C -2.080 -2.036 4.953
C -2.762 -0.818 5.666
C -4.301 -0.611 5.566
C -5.088 -1.646 4.709
C -5.550 1.958 0.132
C -5.532 2.040 1.855
C -4.361 3.087 2.474
O -4.296 1.474 2.518
H -0.562 -3.065 1.994
H -1.016 -1.285 2.148
H 0.747 -1.773 2.237
H -2.132 -1.724 -0.823
H -0.768 -1.208 -1.936
H -0.694 1.013 -1.358
H -1.831 1.495 1.139
H 0.003 2.583 -0.058
H 1.699 0.315 1.343
H 1.463 0.449 -0.477
H 2.435 1.781 0.510
H -0.797 3.005 2.601
H 0.719 3.737 1.832
H 1.273 3.008 4.094
H 2.224 1.890 3.000
H 0.016 1.393 5.127
H 1.244 0.176 4.522
H -0.417 0.444 3.605
H -2.933 2.018 -0.887
H -5.457 0.364 -1.410
H -6.831 -0.233 1.138
H -6.560 -1.306 -0.323
H -4.442 -1.003 2.015
H -4.465 -2.268 0.588
H -4.708 -4.373 2.670
H -2.356 -3.944 3.556
H -0.935 -2.163 5.025
H -2.165 -0.056 6.263
H -4.885 0.250 6.030
H -6.218 -1.494 4.625
H -4.785 2.765 -0.116
H -6.624 2.205 -0.158
H -6.586 1.989 2.429
H -4.408 3.134 3.623
H -3.335 3.055 1.945
C 3.822 -2.943 -5.158
C 3.382 -1.770 -5.754
C 2.194 -1.215 -5.308
N 1.438 -1.747 -4.334
C 1.886 -2.883 -3.775
C 3.062 -3.514 -4.147
H 4.748 -3.407 -5.479
H 3.949 -1.298 -6.546
H 1.809 -0.296 -5.741
H 1.256 -3.293 -2.993
H 3.376 -4.429 -3.660
C 8.912 -4.974 -8.364
C 8.472 -3.801 -8.960
C 7.283 -3.246 -8.514
N 6.528 -3.780 -7.540
C 6.977 -4.916 -6.982
C 8.153 -5.546 -7.354
H 9.839 -5.439 -8.685
H 9.039 -3.328 -9.752
H 6.899 -2.328 -8.946
H 6.346 -5.327 -6.199
H 8.467 -6.461 -6.867
C -2.589 5.964 -1.233
C -1.381 5.503 -1.736
C -0.284 5.481 -0.890
N -0.318 5.884 0.390
C -1.501 6.328 0.852
C -2.655 6.386 0.088
H -3.471 5.996 -1.864
H -1.294 5.167 -2.762
H 0.681 5.125 -1.237
H -1.502 6.649 1.889
H -3.581 6.751 0.513
C -8.157 -5.044 6.247
C -8.539 -4.937 7.576
C -7.630 -4.410 8.479
N -6.396 -3.998 8.144
C -6.051 -4.115 6.851
C -6.888 -4.625 5.871
H -8.841 -5.451 5.510
H -9.521 -5.256 7.904
H -7.884 -4.303 9.529
H -5.049 -3.777 6.609
H -6.558 -4.694 4.843
C 0.458 7.605 5.452
C 0.156 7.304 4.131
C 0.560 6.076 3.630
N 1.230 5.160 4.348
C 1.510 5.477 5.623
C 1.148 6.675 6.217
H 0.158 8.555 5.881
H -0.380 8.006 3.505
H 0.344 5.792 2.605
H 2.054 4.719 6.179
H 1.399 6.877 7.251
C 12.452 -0.145 -8.667
C 12.179 0.140 -9.997
C 11.542 -0.828 -10.757
N 11.174 -2.029 -10.281
C 11.451 -2.279 -8.992
C 12.081 -1.378 -8.149
H 12.949 0.587 -8.039
H 12.456 1.091 -10.434
H 11.304 -0.651 -11.801
H 11.146 -3.256 -8.635
H 12.278 -1.633 -7.115
```

Output
Multiplicity: 1
LUMO level (eV): 0.5
SMILES string: [H]/N=C(/C)C[C@H](N[C@H](C)CCC)[C@@H](Cl)O[C@@H](CCC(=O)Nc1ccccc1)C[C@@H]1CO1.c1ccncc1.c1ccncc1.c1ccncc1.c1ccncc1.c1ccncc1.c1ccncc1
Kohn-Sham gap (eV): 8.8

***

[3]
# C53H74Cl2F10N4O35P2

11 unconnected molecules or ions with the total composition C53H74Cl2F10N4O35P2 in a non-equilibrium geometry (ωB97M-V with the def2-TZVPD basis set, the Open Molecules 2025 dataset).

```
180
Properties=species:S:1:pos:R:3
C 3.466 4.853 1.968
C 2.373 4.732 0.786
N 2.463 3.340 0.241
C 1.168 2.589 0.450
O 1.199 1.447 -0.385
C 0.080 0.541 -0.348
C 0.549 -0.671 0.653
C 2.102 -0.649 1.038
C 2.470 -2.178 1.494
C 4.069 -2.324 1.182
C 4.359 -2.781 -0.332
N 5.852 -2.842 -0.616
C -1.357 1.129 -0.047
C -2.446 0.088 0.562
C -2.633 0.479 2.138
O -3.705 0.094 -0.164
C -4.382 1.358 -0.113
C -5.892 1.143 0.441
C -6.466 -0.315 0.499
C -7.927 -0.635 0.972
C -8.861 0.545 1.390
C -8.290 2.010 1.360
C -6.823 2.303 0.881
C 0.146 -0.138 -1.848
Cl 0.188 1.362 -2.988
C -1.148 -0.930 -2.286
O -1.445 -2.140 -1.556
C -2.682 -2.729 -2.084
C -3.136 -3.878 -1.030
N 1.471 -0.792 -2.052
O 2.319 0.029 -2.794
P 1.442 -2.313 -2.933
O 1.572 -3.568 -1.755
Cl 3.175 -2.537 -4.165
P 0.859 2.367 2.297
N 0.155 3.670 2.977
H 4.453 4.418 1.573
H 3.178 4.233 2.890
H 3.669 5.953 2.244
H 2.738 5.452 -0.044
H 1.323 5.064 1.084
H 2.713 3.340 -0.762
H 0.346 3.313 0.058
H -0.067 -0.675 1.634
H 0.345 -1.710 0.184
H 2.810 -0.455 0.145
H 2.382 -0.003 1.934
H 1.966 -2.964 0.835
H 2.350 -2.346 2.612
H 4.530 -3.118 1.862
H 4.601 -1.325 1.341
H 3.931 -3.802 -0.606
H 3.937 -2.030 -1.107
H 5.973 -2.507 -1.595
H 6.341 -2.106 -0.053
H -1.810 1.470 -1.059
H -1.433 2.042 0.631
H -2.105 -0.998 0.577
H -2.842 1.602 2.264
H -3.587 -0.051 2.525
H -1.781 0.088 2.790
H -4.529 1.701 -1.211
H -3.833 2.208 0.408
H -5.839 -1.219 0.197
H -8.360 -1.697 0.994
H -9.952 0.395 1.717
H -8.942 2.897 1.649
H -6.390 3.359 0.831
H -1.104 -1.229 -3.407
H -2.112 -0.285 -2.228
H -2.435 -3.154 -3.115
H -3.532 -1.951 -2.113
H -2.259 -4.626 -1.008
H -4.089 -4.420 -1.350
H -3.259 -3.374 -0.012
H 3.251 -0.205 -2.539
H 1.567 -4.443 -2.203
H 2.161 2.255 2.926
H 0.000 1.261 2.586
H 0.808 4.043 3.694
O -3.896 -2.354 3.165
C -4.963 -2.409 3.705
O -5.794 -1.341 3.868
C -7.000 -1.846 4.426
C -6.546 -3.114 5.075
F -7.526 -4.050 5.053
O -5.494 -3.547 4.238
H -7.726 -2.017 3.627
H -7.426 -1.141 5.142
H -6.176 -2.990 6.097
O 8.175 -1.332 0.283
C 8.318 -0.420 -0.480
O 8.406 -0.563 -1.832
C 8.433 0.749 -2.378
C 8.936 1.564 -1.230
F 8.417 2.814 -1.256
O 8.419 0.885 -0.103
H 7.424 1.035 -2.688
H 9.092 0.800 -3.245
H 10.026 1.617 -1.159
O 1.515 -7.053 1.467
C 0.936 -6.269 2.161
O -0.139 -6.585 2.939
C -0.445 -5.425 3.698
C 0.142 -4.332 2.869
F 0.575 -3.312 3.649
O 1.266 -4.950 2.267
H 0.020 -5.504 4.685
H -1.523 -5.315 3.828
H -0.526 -3.948 2.093
O -2.660 -5.122 1.586
C -3.355 -5.911 2.159
O -4.602 -5.629 2.628
C -5.139 -6.849 3.117
C -3.908 -7.646 3.408
F -4.128 -8.969 3.217
O -2.994 -7.196 2.428
H -5.765 -7.306 2.345
H -5.747 -6.681 4.007
H -3.489 -7.480 4.405
O 3.802 7.196 -0.380
C 3.208 7.962 -1.080
O 2.550 9.064 -0.623
C 2.097 9.772 -1.768
C 2.046 8.698 -2.808
F 2.315 9.199 -4.039
O 3.099 7.835 -2.434
H 2.811 10.562 -2.013
H 1.120 10.225 -1.588
H 1.105 8.140 -2.833
O -3.913 -2.490 -6.612
C -2.848 -1.961 -6.739
O -1.890 -1.928 -5.768
C -0.740 -1.333 -6.352
C -1.325 -0.541 -7.477
F -0.465 -0.471 -8.522
O -2.444 -1.312 -7.867
H -0.061 -2.118 -6.697
H -0.213 -0.705 -5.631
H -1.651 0.465 -7.198
O -10.031 -1.636 3.351
C -10.615 -0.865 4.061
O -11.678 -1.206 4.843
C -11.996 -0.062 5.621
C -11.430 1.052 4.800
F -11.004 2.067 5.587
O -10.305 0.459 4.182
H -11.521 -0.146 6.602
H -13.074 0.030 5.761
H -12.110 1.437 4.034
O -0.782 -5.140 7.927
C 0.275 -4.590 7.815
O 1.227 -4.557 8.790
C 2.368 -3.931 8.223
C 1.774 -3.130 7.109
F 2.637 -3.026 6.072
O 0.670 -3.913 6.700
H 3.063 -4.697 7.866
H 2.880 -3.308 8.957
H 1.428 -2.135 7.405
O 9.186 2.193 -5.315
C 9.654 1.187 -5.761
O 9.942 0.082 -5.014
C 10.350 -0.929 -5.926
C 10.811 -0.131 -7.104
F 10.590 -0.798 -8.260
O 9.971 1.006 -7.072
H 9.497 -1.572 -6.160
H 11.145 -1.543 -5.502
H 11.857 0.184 -7.052
O 6.524 10.979 -7.712
C 5.563 10.273 -7.631
O 4.573 10.432 -6.707
C 3.563 9.487 -7.027
C 4.322 8.453 -7.795
F 3.539 7.874 -8.738
O 5.325 9.206 -8.445
H 2.788 9.973 -7.627
H 3.104 9.081 -6.126
H 4.786 7.681 -7.174
```

Output
Multiplicity: 1
Energy above the lowest of the compared OMol25 structures with the same formula, charge and spin (kJ/mol): 162.61
LUMO level (eV): 0.1
SMILES string: CCN[C@@H](O[C@@](CCCCCN)(C[C@@H](C)OCc1ccccc1)[C@](Cl)(COCC)N(O)P(O)Cl)[PH2]=N.O=C1OC[C@@H](F)O1.O=C1OC[C@@H](F)O1.O=C1OC[C@@H](F)O1.O=C1OC[C@@H](F)O1.O=C1OC[C@@H](F)O1.O=C1OC[C@@H](F)O1.O=C1OC[C@@H](F)O1.O=C1OC[C@@H](F)O1.O=C1OC[C@@H](F)O1.O=C1OC[C@@H](F)O1
Kohn-Sham gap (eV): 8.0

***

| no. | E (hartree) |
| --- | --- |
| 1 | -13128.49418 |
| 2 | -3237.41743 |
| 3 | -7517.81007 |